{
  "formula": "C23H92F6N22O23P",
  "method": "ωB97M-V/def2-TZVPD",
  "species": ["P", "F", "F", "F", "F", "F", "F", "C", "O", "H", "H", "H", "H", "C", "O", "H", "H", "H", "H", "C", "O", "H", "H", "H", "H", "C", "O", "H", "H", "H", "H", "C", "O", "H", "H", "H", "H", "C", "O", "H", "H", "H", "H", "C", "O", "H", "H", "H", "H", "C", "O", "H", "H", "H", "H", "C", "O", "H", "H", "H", "H", "C", "O", "H", "H", "H", "H", "C", "O", "H", "H", "H", "H", "C", "O", "H", "H", "H", "H", "C", "O", "N", "N", "H", "H", "H", "H", "C", "O", "N", "N", "H", "H", "H", "H", "C", "O", "N", "N", "H", "H", "H", "H", "C", "O", "N", "N", "H", "H", "H", "H", "C", "O", "N", "N", "H", "H", "H", "H", "C", "O", "N", "N", "H", "H", "H", "H", "C", "O", "N", "N", "H", "H", "H", "H", "C", "O", "N", "N", "H", "H", "H", "H", "C", "O", "N", "N", "H", "H", "H", "H", "C", "O", "N", "N", "H", "H", "H", "H", "C", "O", "N", "N", "H", "H", "H", "H"],
  "coordinates": [[14.47583, 14.74613, 17.72451], [15.88345, 13.96218, 17.80247], [13.65027, 13.45071, 18.00649], [14.71092, 15.08916, 19.32871], [12.96764, 15.51258, 17.78922], [15.18088, 16.21809, 17.26758], [14.25568, 14.41638, 16.19135], [8.84201, 15.00982, 15.58533], [9.39933, 16.01616, 14.74426], [9.27010, 14.14822, 15.13209], [9.19954, 15.08084, 16.60511], [7.74174, 14.92134, 15.56680], [9.30367, 16.86825, 15.15995], [18.37810, 9.30668, 19.71994], [17.23102, 9.13548, 20.61790], [18.00087, 8.93811, 18.74526], [18.64821, 10.33868, 19.67396], [19.24382, 8.79759, 20.12910], [17.16818, 8.20188, 20.79899], [12.35281, 20.99168, 18.44064], [13.72832, 20.64518, 18.39415], [11.88904, 20.53320, 17.56721], [11.81185, 20.50718, 19.29784], [12.28556, 22.06993, 18.45075], [14.15868, 20.84659, 17.52481], [12.51832, 9.90053, 15.05598], [12.26308, 11.27585, 14.85948], [13.27255, 9.42622, 14.45234], [12.86316, 9.83454, 16.08873], [11.63117, 9.27385, 14.85853], [11.95766, 11.49078, 13.96168], [13.10739, 14.03436, 12.82934], [13.50239, 14.86060, 11.72115], [13.98798, 13.77515, 13.45835], [12.40372, 14.64260, 13.38204], [12.64924, 13.17513, 12.39875], [14.14346, 15.55327, 12.08697], [8.86643, 16.72988, 21.72364], [8.85141, 15.48362, 21.00225], [7.96044, 16.83012, 22.31215], [9.76480, 16.87964, 22.35003], [8.92740, 17.60914, 21.02855], [9.40992, 14.83797, 21.52121], [18.89772, 11.92119, 17.04520], [20.31098, 11.90274, 17.38430], [18.33999, 12.47508, 17.86384], [18.74920, 12.55439, 16.14496], [18.60040, 10.91667, 16.81415], [20.36692, 12.50537, 18.14188], [21.17287, 15.28428, 20.01227], [20.43955, 14.16014, 19.57701], [20.63881, 16.21176, 19.95632], [21.60967, 15.20454, 21.00223], [22.02953, 15.33516, 19.33840], [19.50728, 14.42130, 19.28515], [18.06725, 14.10292, 21.31083], [17.96270, 14.66065, 19.98535], [19.09857, 14.30446, 21.42253], [17.33508, 14.51842, 21.99889], [17.98996, 12.96852, 21.22279], [17.05152, 14.58743, 19.72158], [20.24979, 16.01733, 16.49311], [19.10448, 16.45160, 15.76077], [20.01998, 15.16535, 17.14254], [21.09982, 15.77090, 15.87196], [20.55785, 16.82620, 17.12628], [18.85387, 15.60816, 15.29363], [16.73063, 17.67381, 21.90232], [16.97145, 16.85430, 23.04482], [17.19212, 18.69258, 22.05172], [17.15687, 17.06396, 21.08591], [15.67778, 17.79633, 21.74092], [16.63503, 17.34466, 23.79640], [13.38676, 14.22376, 24.02494], [12.13259, 14.89424, 23.79110], [13.19167, 13.21317, 24.51824], [13.81247, 13.94211, 23.07332], [14.12953, 14.74751, 24.60284], [11.43710, 14.24818, 23.76712], [12.65207, 17.59034, 21.42117], [12.29150, 18.20756, 22.45892], [13.16588, 18.19270, 20.27592], [12.37975, 16.25159, 21.28196], [13.26211, 19.19335, 20.31400], [13.67781, 17.73496, 19.51932], [12.70055, 15.74048, 20.49051], [11.92238, 15.84549, 22.09607], [17.37490, 14.69634, 13.50006], [18.04824, 14.40827, 14.46647], [17.34022, 15.99292, 12.98867], [16.66600, 13.73348, 12.80428], [16.62879, 16.21880, 12.33426], [17.55013, 16.73158, 13.63362], [17.05795, 12.84670, 12.93185], [16.44651, 14.01886, 11.86645], [10.25595, 17.49357, 17.50959], [9.18496, 17.90380, 17.00713], [10.33180, 16.88399, 18.67935], [11.43924, 17.91560, 16.88853], [11.18925, 16.91643, 19.19979], [9.43280, 16.87481, 19.20952], [11.23826, 18.16752, 15.91834], [12.26393, 17.32417, 17.11707], [10.08651, 12.69402, 18.87729], [9.19335, 12.34125, 19.65230], [10.58438, 11.92160, 17.84387], [10.79326, 13.87773, 19.10612], [11.53542, 12.11418, 17.54456], [10.23660, 10.96290, 17.71561], [11.20037, 14.28877, 18.26576], [10.40311, 14.59453, 19.63368], [15.87550, 10.29539, 16.91935], [16.40589, 9.23268, 16.62508], [15.62796, 10.54259, 18.18765], [15.54648, 11.21400, 15.99827], [15.34455, 11.46798, 18.49103], [16.19766, 9.92903, 18.76327], [14.98136, 12.01737, 16.16132], [15.66098, 10.89562, 15.06190], [14.70366, 18.14389, 25.19852], [15.79824, 17.81601, 25.58909], [13.58394, 17.65730, 25.92255], [14.50484, 18.90791, 24.10422], [13.83995, 16.80828, 26.41929], [12.75876, 17.26043, 25.38332], [13.58207, 19.03086, 23.66995], [15.38792, 19.12152, 23.64081], [14.64236, 17.80331, 13.33348], [14.67811, 17.09716, 12.32292], [14.73918, 19.18919, 13.30888], [14.51784, 17.42479, 14.63899], [14.59862, 19.56218, 12.40003], [14.23333, 19.70413, 14.00526], [14.35388, 18.19184, 15.27633], [14.13111, 16.53566, 14.94184], [8.79298, 12.64077, 22.97153], [9.75349, 13.42778, 22.85164], [8.67067, 11.90291, 24.17526], [7.86106, 12.47622, 22.01962], [7.77958, 11.62751, 24.46662], [9.38301, 12.06244, 24.90405], [8.11831, 12.70283, 21.02116], [7.15824, 11.73637, 22.03274], [16.05204, 19.21089, 16.68248], [15.43653, 20.22757, 16.20368], [15.65844, 18.74962, 17.93155], [17.23540, 18.73028, 16.14012], [15.24329, 19.43999, 18.51386], [16.28525, 18.07121, 18.32704], [17.65540, 17.85334, 16.35771], [17.58686, 19.15294, 15.26161], [17.04486, 9.59916, 13.15352], [16.22355, 10.54524, 13.16188], [17.56681, 9.26427, 11.90983], [17.21999, 8.74420, 14.15280], [18.53767, 9.06449, 11.86011], [17.25197, 9.91016, 11.20044], [16.86572, 8.93204, 15.14727], [18.02847, 8.14975, 14.06561], [13.33045, 15.74153, 8.32004], [13.27805, 16.29663, 7.26014], [14.32913, 14.80064, 8.61206], [12.21632, 15.78550, 9.15993], [15.12311, 14.96809, 8.03739], [14.52158, 14.61855, 9.56522], [12.31538, 15.43370, 10.12115], [11.72630, 16.67278, 8.97696]],
  "total_charge": -1,
  "lumo_ev": 2.0,
  "max_force_ev_per_a": 3.99,
  "spin_multiplicity": 1,
  "orbital_gap_ev": 9.8
}

=====

{
  "formula": "C24H10AuF11N4O5S2",
  "method": "ωB97M-V/def2-TZVPD",
  "species": ["Au", "F", "C", "F", "F", "S", "O", "O", "N", "S", "O", "O", "C", "F", "F", "F", "N", "C", "C", "C", "C", "C", "C", "C", "C", "C", "C", "C", "C", "N", "C", "C", "C", "C", "N", "H", "H", "H", "H", "H", "H", "H", "H", "H", "H", "F", "C", "C", "F", "C", "F", "C", "O", "C", "F", "C", "F"],
  "coordinates": [[-0.37813, -1.00825, 1.07178], [1.22746, -3.32434, 3.92165], [-0.06158, -3.59011, 3.72061], [-0.42388, -4.61321, 4.47719], [-0.23487, -3.91202, 2.43546], [-1.05884, -2.09670, 4.13327], [-0.47996, -1.06021, 3.26344], [-0.89405, -1.88497, 5.52778], [-2.50513, -2.53350, 3.76033], [-3.34019, -2.19022, 2.47722], [-2.54784, -1.81004, 1.31495], [-4.37140, -3.14418, 2.26559], [-4.19820, -0.63241, 2.97577], [-5.09989, -0.89409, 3.91114], [-4.80865, -0.10189, 1.91522], [-3.32246, 0.25210, 3.45006], [6.45890, 0.40160, -6.51968], [5.69698, 0.25489, -5.67272], [4.74243, 0.07104, -4.61108], [3.74159, 1.01749, -4.40845], [2.82312, 0.83501, -3.38986], [2.90324, -0.28149, -2.56313], [3.90896, -1.22084, -2.76843], [4.82464, -1.05159, -3.79182], [1.91566, -0.47398, -1.46309], [0.60601, -0.75989, -1.85112], [0.11001, -0.90309, -3.17387], [-1.23806, -1.16726, -3.08221], [-1.54664, -1.18732, -1.70826], [-0.46033, -0.95186, -0.98361], [2.40608, -0.34081, -0.16279], [3.72496, 0.01484, 0.22749], [3.75235, 0.04851, 1.60319], [2.45149, -0.28100, 2.03346], [1.65951, -0.50796, 0.99444], [3.68822, 1.88757, -5.04813], [2.04020, 1.56418, -3.22714], [3.96656, -2.08971, -2.12593], [5.60296, -1.78306, -3.95979], [0.69888, -0.82425, -4.07273], [-1.93262, -1.33415, -3.88807], [-2.49644, -1.36834, -1.22855], [4.53892, 0.22643, -0.44610], [4.58846, 0.28287, 2.24007], [2.07298, -0.35698, 3.04168], [-4.28092, 6.03325, 0.61995], [-3.76548, 4.82490, 0.70027], [-3.16128, 4.41531, 1.89657], [-3.12742, 5.26189, 2.91737], [-2.62146, 3.16433, 1.98598], [-2.04503, 2.76315, 3.09881], [-2.66116, 2.23322, 0.87050], [-2.19267, 1.09656, 0.94661], [-3.30065, 2.72238, -0.33874], [-3.35400, 1.91001, -1.37514], [-3.83076, 3.97691, -0.41468], [-4.41059, 4.42126, -1.52275]],
  "lumo_ev": [-1.5, -3.1],
  "max_force_ev_per_a": 0.13,
  "spin_multiplicity": 3,
  "orbital_gap_ev": [6.9, 5.3]
}

=====

{
  "formula": "C24H11Cl4IrN2O5S2",
  "method": "ωB97M-V/def2-TZVPD",
  "species": ["Ir", "Cl", "C", "C", "Cl", "C", "Cl", "C", "O", "C", "O", "C", "Cl", "S", "C", "C", "N", "C", "S", "C", "N", "O", "C", "C", "O", "O", "C", "C", "C", "C", "C", "C", "C", "C", "C", "C", "C", "C", "H", "H", "H", "H", "H", "H", "H", "H", "H", "H", "H"],
  "coordinates": [[-0.29475, 0.11619, -2.10460], [6.54976, 0.03113, -2.12954], [4.87920, -0.42766, -2.25627], [4.53660, -1.73031, -2.57491], [5.76455, -2.92637, -2.85014], [3.18095, -2.07520, -2.67695], [2.70957, -3.69647, -3.07758], [2.17666, -1.14306, -2.45776], [0.89144, -1.44573, -2.52870], [2.51920, 0.19373, -2.11403], [1.55481, 1.04444, -1.88089], [3.87438, 0.52146, -2.02895], [4.28230, 2.16543, -1.64952], [-2.21669, -1.15216, -2.20706], [-3.11321, -0.26343, -3.40369], [-4.43259, -0.74711, -3.69910], [-5.48745, -1.16192, -3.90724], [-2.61618, 0.81087, -4.05706], [-1.00849, 1.43657, -3.79656], [-3.39528, 1.49569, -5.04681], [-3.99966, 2.07352, -5.83985], [-0.13012, -0.59165, 0.06405], [-0.67016, 0.32315, 1.03625], [-1.50759, 1.40407, 0.29766], [-2.18644, 2.14164, 1.00901], [-1.46774, 1.38840, -0.96223], [-1.59438, -0.50912, 1.93625], [-1.10147, -1.13752, 3.07464], [-1.89698, -2.00757, 3.81245], [-3.19777, -2.26538, 3.41234], [-3.69257, -1.65433, 2.26521], [-2.89892, -0.78688, 1.53357], [0.40902, 1.04044, 1.83493], [0.05672, 1.73458, 2.99366], [1.01771, 2.39817, 3.73448], [2.34968, 2.38197, 3.33200], [2.70216, 1.71496, 2.17220], [1.73286, 1.05376, 1.42257], [0.53957, -1.12080, 0.51824], [-0.08621, -0.94032, 3.39803], [-1.49500, -2.48185, 4.70033], [-3.82218, -2.94115, 3.98498], [-4.70423, -1.85606, 1.93540], [-3.29026, -0.32173, 0.63827], [-0.98316, 1.76596, 3.28918], [0.72650, 2.93737, 4.62840], [3.10244, 2.90215, 3.91233], [3.72524, 1.71947, 1.82294], [2.00815, 0.58863, 0.49005]],
  "total_charge": -2,
  "lumo_ev": 4.1,
  "max_force_ev_per_a": 2.21,
  "spin_multiplicity": 1,
  "orbital_gap_ev": 5.7
}

=====

Q: Which formula does entry 3 have?
A: C24H11Cl4IrN2O5S2